--- A ---
The following is a quantum chemistry calculation of 2 unconnected molecules or ions with the total composition C21H18N2O4S, from OMol25.

The charge is 0. For the HOMO energy, the calculation gives -7.4133 eV. The gap between HOMO and LUMO is 7.092 eV.

Positions of all 46 atoms, in Å:
C (-6.266, 0.743, -2.486)
C (-4.802, 0.746, -2.736)
C (-4.113, -0.452, -2.858)
C (-2.765, -0.458, -3.140)
C (-2.095, 0.728, -3.303)
S (-0.334, 0.712, -3.711)
N (0.167, 0.703, -2.157)
C (1.417, 0.622, -1.984)
O (2.559, 0.543, -1.828)
O (-0.157, -0.584, -4.434)
O (-0.136, 2.006, -4.433)
C (-2.755, 1.925, -3.167)
C (-4.103, 1.936, -2.885)
H (-6.657, 1.759, -2.415)
H (-6.790, 0.239, -3.299)
H (-6.501, 0.225, -1.556)
H (-4.644, -1.380, -2.729)
H (-2.225, -1.383, -3.275)
H (-2.207, 2.842, -3.321)
H (-4.623, 2.873, -2.774)
C (6.330, 1.127, 3.549)
C (5.325, 2.069, 3.622)
C (4.045, 1.735, 3.238)
C (3.738, 0.464, 2.771)
C (2.319, 0.175, 2.419)
C (1.937, -1.109, 2.012)
N (0.640, -1.496, 1.682)
C (-0.415, -0.619, 1.628)
C (-1.671, -1.026, 1.280)
C (-1.896, -2.356, 0.982)
C (-0.850, -3.256, 1.049)
C (0.401, -2.821, 1.389)
O (1.495, 1.096, 2.526)
C (4.769, -0.467, 2.684)
C (6.049, -0.138, 3.076)
H (7.330, 1.381, 3.860)
H (5.536, 3.060, 3.991)
H (3.247, 2.458, 3.292)
H (2.685, -1.873, 1.965)
H (-0.220, 0.406, 1.879)
H (-2.486, -0.320, 1.260)
H (-2.882, -2.694, 0.708)
H (-1.024, -4.300, 0.852)
H (1.219, -3.517, 1.453)
H (4.575, -1.450, 2.301)
H (6.834, -0.873, 3.023)

---

--- B ---
The following is a quantum chemistry calculation of a single C21H18N2O4S molecule, from OMol25.

The charge is 0. As for the structure (SMILES): O=C(O)c1ccc2cc(C(=O)Nc3cccn([C@@H]4CCSC4)c3=O)ccc2c1. For the HOMO energy, the calculation gives -8.2760 eV. The gap between HOMO and LUMO is 7.979 eV.

Positions of all 46 atoms, in Å:
O (6.575, -3.307, 4.399)
C (6.349, -2.155, 4.663)
O (7.165, -1.426, 5.453)
C (5.174, -1.384, 4.176)
C (4.973, -0.027, 4.531)
C (3.884, 0.644, 4.064)
C (2.941, 0.000, 3.222)
C (1.802, 0.674, 2.726)
C (0.910, 0.036, 1.909)
C (-0.262, 0.829, 1.411)
O (-0.744, 1.740, 2.058)
N (-0.731, 0.445, 0.189)
C (-1.815, 0.976, -0.505)
C (-2.645, 1.971, -0.100)
C (-3.711, 2.372, -0.952)
C (-3.879, 1.764, -2.143)
N (-3.043, 0.760, -2.562)
C (-3.260, 0.124, -3.866)
C (-3.208, 1.096, -5.040)
C (-3.573, 0.262, -6.258)
S (-4.918, -0.855, -5.721)
C (-4.599, -0.609, -3.946)
C (-1.989, 0.310, -1.792)
O (-1.240, -0.595, -2.161)
C (1.115, -1.321, 1.556)
C (2.200, -1.997, 2.029)
C (3.143, -1.354, 2.868)
C (4.281, -2.029, 3.366)
H (7.888, -2.016, 5.713)
H (5.690, 0.464, 5.173)
H (3.721, 1.681, 4.330)
H (1.622, 1.707, 2.996)
H (-0.248, -0.269, -0.340)
H (-2.489, 2.445, 0.855)
H (-4.386, 3.159, -0.653)
H (-4.672, 2.030, -2.826)
H (-2.454, -0.598, -3.971)
H (-3.939, 1.897, -4.907)
H (-2.220, 1.547, -5.136)
H (-3.928, 0.868, -7.088)
H (-2.724, -0.330, -6.595)
H (-4.555, -1.570, -3.437)
H (-5.401, -0.017, -3.505)
H (0.395, -1.837, 0.933)
H (2.352, -3.038, 1.774)
H (4.454, -3.066, 3.109)

---

So which one is most stable? That would be B, about 4.887 eV below the next structure.